Entry 1:
Computed, not measured: the molecule C4H6N2, with ωB97M-V with the def2-TZVPD basis set.

Structure (XYZ):
```
12
Properties=species:S:1:pos:R:3:forces:R:3
N 2.033280 1.025902 -0.861758 -0.1 -0.6 0.4
C 1.546989 0.195370 -0.143451 0.1 0.4 -0.3
C 0.649589 -0.471058 0.686184 0.3 0.0 0.2
C -0.357871 0.920837 0.315454 -0.2 0.1 0.2
C -1.205381 -0.169815 -0.393197 -0.2 0.1 -0.2
N -0.398794 -1.289927 0.134511 0.1 -0.1 -0.1
H 0.970054 -0.642660 1.715014 0.0 0.0 -0.2
H -0.772431 1.151840 1.307213 0.0 -0.1 -0.2
H 1.067185 1.618235 -0.650013 0.0 0.1 0.0
H -1.168465 -0.088404 -1.490758 0.0 0.0 0.2
H -2.259316 -0.246506 -0.093596 0.2 0.0 -0.1
H -0.104835 -2.003813 -0.525599 -0.1 0.1 0.1
```
Forces are in eV/Å.

highest occupied orbital energy = -7.91 eV
largest force on an atom = 0.7 eV/Å

Atomic partial charges in e from the Mulliken method, atoms 1 to 8:
1. N -0.5595
2. C 0.3050
3. C 0.0221
4. C -0.8485
5. C -0.2827
6. N -0.4163
7. H 0.3533
8. H 0.1806



Entry 2:
Computed, not measured: a cluster of 13 separate species, C26H78O26 in total, with ωB97M-V with the def2-TZVPD basis set.

Structure (XYZ):
```
130
Properties=species:S:1:pos:R:3:forces:R:3
C -20.893405 5.691748 -1.003859 1.4 1.7 0.3
C -19.823464 4.954796 -1.771084 -0.4 -0.4 -0.4
O -19.074590 5.916548 -2.537386 1.4 -0.1 1.1
O -20.280789 6.506614 0.019130 0.2 0.8 -0.9
H -21.588107 5.124920 -0.491538 -1.2 -1.9 0.9
H -21.489220 6.331574 -1.655943 0.2 0.1 -0.4
H -20.356589 4.323580 -2.530669 0.8 0.0 0.8
H -19.156622 4.373322 -1.049778 -0.8 0.6 -1.2
H -18.262656 6.170376 -1.995035 -1.0 -0.3 -0.7
H -19.992057 7.320888 -0.484570 -0.1 -0.5 0.6
C -21.072422 13.747994 3.692385 2.2 -0.1 -0.8
C -20.392923 14.801736 4.577469 -0.1 -0.5 -0.6
O -19.148498 14.325445 5.085475 0.3 0.4 -0.3
O -21.255011 12.512094 4.380685 0.0 -0.1 -0.8
H -20.276511 13.588177 2.880125 -1.4 0.2 0.7
H -21.979164 14.159008 3.234601 -0.1 -0.2 0.2
H -21.027583 15.179781 5.375157 -0.1 0.0 0.2
H -20.101508 15.609207 3.916655 -0.2 0.4 -0.1
H -19.324930 13.630919 5.705886 -0.3 -0.7 0.5
H -21.055118 11.823208 3.696490 -0.1 0.4 0.7
C -22.621332 9.378685 -4.337221 -0.3 1.4 -3.3
C -21.772561 10.155110 -3.424063 0.4 1.8 0.6
O -20.527599 10.612058 -4.030706 -1.2 -0.5 0.3
O -23.689179 8.849023 -3.671727 -2.0 -0.6 0.9
H -22.078629 8.593780 -4.811277 0.8 -1.0 0.0
H -22.931400 9.981424 -5.265006 0.2 -0.4 1.3
H -21.609364 9.546251 -2.535657 0.4 0.0 0.1
H -22.294834 11.082268 -3.100950 0.3 -0.5 -0.2
H -20.008927 9.812857 -4.155293 0.6 -0.4 -0.2
H -24.492704 9.375733 -3.798786 0.5 -0.2 0.1
C -16.191543 14.108974 3.103845 0.3 0.9 1.3
C -15.478161 13.531816 1.911065 -1.1 0.3 -0.6
O -16.562876 13.187819 1.013064 1.7 -0.5 -0.3
O -16.985500 13.104348 3.750864 -0.7 0.5 0.1
H -16.863587 14.982291 2.906804 0.8 -0.7 -0.4
H -15.403361 14.466553 3.799917 -0.4 -0.1 -0.1
H -14.903150 12.664174 2.208666 -0.1 -0.6 0.2
H -14.701603 14.200647 1.476522 -0.9 0.1 0.0
H -16.209725 13.024818 0.111662 0.0 0.0 0.2
H -17.795713 13.559144 4.130013 0.9 -0.5 -0.4
C -21.423835 8.734516 3.670280 1.1 1.4 -1.6
C -21.154394 9.349378 2.212782 -0.3 -1.3 1.5
O -20.396347 10.547563 2.394825 -0.1 -0.7 -0.3
O -20.092332 8.546742 4.189012 -0.4 1.7 1.0
H -21.832490 7.738812 3.683611 -0.7 -0.2 -0.2
H -22.043780 9.504817 4.226316 0.8 -1.1 -0.2
H -22.153040 9.485888 1.772932 0.5 0.7 -0.3
H -20.607646 8.586813 1.604593 -0.3 0.6 0.4
H -19.396655 10.344526 2.530513 -1.6 0.4 -0.2
H -19.795420 9.458544 4.408461 0.2 -1.0 -0.2
C -15.800048 9.869794 3.850784 -1.3 -1.1 0.6
C -16.961134 9.537054 2.856679 1.2 -0.7 2.0
O -18.001241 10.468697 3.051214 1.3 0.7 0.1
O -14.651288 9.115342 3.435151 -1.4 0.1 0.0
H -16.199583 9.543111 4.868697 0.9 0.4 -0.9
H -15.611071 10.948899 3.886865 0.1 -0.1 -0.1
H -17.370684 8.554560 3.174864 0.4 0.5 -0.9
H -16.465809 9.545830 1.892165 -0.6 -0.1 -0.6
H -17.532766 11.317784 3.227196 -0.8 0.2 -0.2
H -13.908601 9.587484 3.767415 1.1 0.3 0.4
C -17.434837 12.936894 -5.131905 0.7 -0.1 -1.8
C -18.780323 13.126529 -5.815036 0.3 -1.0 1.1
O -19.163421 11.802650 -6.252734 0.6 1.0 -1.1
O -16.511468 12.232973 -6.006207 -1.6 -0.8 0.2
H -17.500875 12.360156 -4.247250 -0.7 -0.4 1.0
H -16.946463 13.871208 -4.912962 0.0 0.6 0.2
H -18.644667 13.829543 -6.622343 -0.3 -0.1 -0.6
H -19.540724 13.517684 -5.114931 0.3 0.0 -0.2
H -19.863757 11.515600 -5.692333 -0.9 -0.4 0.8
H -16.979350 11.356971 -6.208920 1.2 1.5 0.2
C -16.888074 9.068240 -5.091420 0.0 -1.2 -0.3
C -17.595367 7.736860 -4.732303 0.9 0.8 -0.7
O -18.930721 8.032243 -4.305728 0.4 -0.3 -0.2
O -16.894667 9.489435 -6.471628 -1.7 0.1 -0.3
H -15.827468 8.928577 -5.021973 0.6 -0.2 0.8
H -17.216187 9.781262 -4.325431 -0.1 0.6 -0.5
H -17.021665 7.140266 -4.004045 -0.2 0.7 0.4
H -17.540445 7.104302 -5.609290 -0.6 -0.1 -0.5
H -19.293631 7.176143 -4.044694 -0.3 -0.2 0.2
H -17.770827 9.567171 -6.937812 0.9 -0.2 1.3
C -15.646935 12.380137 -2.690038 1.3 0.0 0.5
C -14.275425 11.702703 -2.694392 -0.6 0.5 -0.1
O -13.951367 10.855542 -1.599205 -0.2 0.3 0.0
O -15.698636 13.351386 -1.661080 -0.8 0.9 0.5
H -16.477313 11.714360 -2.547922 -0.4 -0.8 -0.2
H -15.660363 12.799581 -3.692621 -0.3 0.3 0.2
H -13.553667 12.532401 -2.753011 0.0 -0.3 -0.2
H -14.278720 11.140048 -3.630866 0.4 -0.3 0.2
H -13.462052 11.399131 -0.976678 -0.1 -0.1 0.1
H -16.573816 13.843513 -1.674005 0.9 -0.5 -0.4
C -17.619736 5.631367 2.606994 -0.3 0.8 1.4
C -18.161910 5.849377 4.038184 1.1 -2.7 1.9
O -19.545103 5.937777 4.276715 0.4 0.4 -0.9
O -17.919914 6.690613 1.706980 0.8 0.0 0.2
H -18.039995 4.708186 2.242742 0.0 -0.5 -0.3
H -16.536787 5.549122 2.753020 -0.1 0.0 -0.4
H -17.523612 6.563961 4.656842 -1.0 -0.4 -0.9
H -18.015951 4.823435 4.528624 0.8 1.2 -0.6
H -19.711533 6.876897 4.217449 -0.7 0.8 0.1
H -18.823606 6.531420 1.456268 -1.1 0.1 -0.6
C -18.514042 15.643413 -1.008298 2.0 1.9 0.3
C -18.136208 15.647423 0.475335 0.2 -1.2 0.2
O -18.729213 14.578961 1.304061 0.9 1.2 -1.4
O -18.192624 14.594572 -1.800689 0.5 -3.2 -1.0
H -18.031685 16.463886 -1.598086 -0.2 0.2 1.3
H -19.523240 15.836295 -1.058838 -2.6 0.4 -0.1
H -18.605417 16.537953 0.777408 -0.6 1.3 0.9
H -17.052426 15.811951 0.654094 -0.5 -0.6 -0.1
H -18.041122 13.874134 1.318268 -0.4 0.3 -0.2
H -18.821631 13.864125 -1.680468 0.1 -0.1 0.0
C -15.406089 6.493829 -0.870345 -0.1 -0.2 -0.4
C -14.622518 7.726897 -1.178535 0.7 0.1 -1.0
O -14.970404 8.240583 -2.442020 0.4 -0.4 -1.2
O -16.787174 6.772364 -0.876032 -1.3 0.1 0.6
H -15.041127 5.994005 0.021086 -0.2 0.0 0.4
H -15.261135 5.808534 -1.701678 0.2 -0.2 -0.1
H -13.576605 7.446693 -1.340870 0.1 0.1 0.7
H -14.741314 8.546036 -0.494547 0.2 0.1 1.0
H -15.805374 8.678773 -2.395255 -0.8 0.4 0.3
H -17.179790 6.851770 0.029771 0.6 -0.2 -0.4
C -18.642203 9.677452 -0.858293 1.0 -2.8 -1.6
C -19.489263 10.821531 -0.610937 -1.5 1.7 0.8
O -19.684896 11.700470 -1.720979 1.0 0.7 1.9
O -19.488807 8.659825 -1.526485 -0.1 0.0 -0.2
H -18.330544 9.143673 0.068428 0.4 0.9 -0.5
H -17.833963 9.908833 -1.588359 0.0 -0.1 0.9
H -19.170824 11.450953 0.225150 0.2 -0.2 -0.2
H -20.429419 10.360319 -0.282072 -0.3 0.4 0.0
H -20.047525 11.218915 -2.437494 -0.4 -0.7 -1.5
H -19.119212 8.192466 -2.310732 0.2 0.9 0.7
```
Forces are in eV/Å.

highest occupied orbital energy = -9.56 eV
largest force on an atom = 3.6 eV/Å

Atomic partial charges in e from the Mulliken method, atoms 1 to 8:
1. C -0.6449
2. C -0.4170
3. O -0.3915
4. O -0.6870
5. H 0.5712
6. H 0.1702
7. H 0.3645
8. H 0.1703



Entry 3:
Computed, not measured: the molecule C5H8N2, with ωB97M-V with the def2-TZVPD basis set.

Structure (XYZ):
```
15
Properties=species:S:1:pos:R:3:forces:R:3
C -1.612302 -1.083723 -0.005094 1.3 -0.8 0.7
N -2.235770 0.001566 -0.050178 -1.2 0.8 -0.9
N -1.406104 1.138291 -0.264871 -0.9 1.5 3.9
C -0.118389 0.606565 0.261695 -0.2 1.4 -3.3
C 1.338960 0.747630 -0.233153 0.1 1.3 3.6
C 1.492500 -0.757359 0.101561 -1.3 1.3 1.3
C -0.061026 -0.770795 -0.238882 -1.7 -1.8 1.0
H -2.332058 -1.879159 0.034025 0.6 -1.2 0.1
H -1.886469 1.714650 0.588087 1.7 -0.7 -3.0
H -0.247768 0.563290 1.279780 0.5 0.0 2.7
H 1.963330 1.502624 0.282202 -0.1 -0.7 0.4
H 1.376820 1.113423 -1.185101 -0.1 -0.1 -3.1
H 2.197383 -1.264921 -0.497639 0.5 -1.1 -0.3
H 1.627941 -0.798454 1.204653 0.3 -0.4 -0.8
H -0.097053 -0.833635 -1.277083 0.4 0.5 -2.3
```
Forces are in eV/Å.

highest occupied orbital energy = -9.22 eV
largest force on an atom = 4.3 eV/Å
SMILES string = C1=NN[C@@H]2CC[C@@H]12

Atomic partial charges in e from the Mulliken method, atoms 1 to 8:
1. C -0.4937
2. N -0.4230
3. N -0.4273
4. C -0.0969
5. C -0.7326
6. C -0.4175
7. C 0.0958
8. H 0.3977



Number 1: lowest unoccupied orbital energy 0.37 eV, E_tot -7219.254 eV, gap between HOMO and LUMO 8.289 eV. Number 2: lowest unoccupied orbital energy 0.39 eV, E_tot -81455.725 eV, gap between HOMO and LUMO 9.952 eV. Number 3: lowest unoccupied orbital energy 1.05 eV, E_tot -8290.389 eV, gap between HOMO and LUMO 10.271 eV.